1.
DFT (ωB97M-V with the def2-TZVPD basis set) results for a structure of composition C31H38BrN2O8PSTeTi in a non-equilibrium geometry.

Geometry as ORCA input:
```
! wB97M-V def2-TZVPD RIJCOSX def2/J DEFGRID3
* xyz 0 1
Ti 0.56650 -0.35631 -0.20072
C 0.30620 -1.53212 -2.65034
C 1.50209 -1.54948 -1.79884
C 1.69398 -2.95618 -1.46909
C 0.68184 -3.68601 -2.00795
C -0.19286 -2.79557 -2.73252
H -0.08864 -0.66764 -3.16068
H 2.35678 -0.92649 -2.04664
H 2.52383 -3.32659 -0.88714
H 0.55066 -4.75598 -1.91250
H -1.09101 -3.08642 -3.26078
Br -1.03035 0.48120 2.37629
C 0.26721 1.81301 2.74893
C 0.01100 2.62759 3.81330
C 0.94141 3.61919 4.17728
C 2.10023 3.73846 3.47105
C 2.37792 2.89184 2.37114
C 3.61661 3.01376 1.69480
C 3.91051 2.20012 0.64700
C 2.95437 1.26263 0.20107
C 1.73830 1.08671 0.81241
C 1.44338 1.89934 1.95561
H -0.90376 2.50394 4.37659
H 0.73275 4.26619 5.01916
H 2.83969 4.48172 3.74481
H 4.32183 3.76183 2.03765
H 4.86175 2.27669 0.13598
H 3.21486 0.67568 -0.67073
C -5.36617 1.66664 -0.38228
C -4.77406 1.79517 -1.75646
C -4.94878 2.95980 -2.49850
C -4.30526 3.13262 -3.71249
C -3.49453 2.11809 -4.19810
C -3.36812 0.91630 -3.51282
C -4.00150 0.76611 -2.29052
S -2.42194 2.46152 -5.55708
O -3.02763 3.46652 -6.37771
O -1.98278 1.20472 -6.08149
N -1.11242 3.18811 -4.87965
C -0.27891 2.45865 -3.92512
C -0.62867 2.70245 -2.44534
C -0.12678 1.57453 -1.59671
O 1.00877 1.08090 -1.78608
O -0.84166 1.05673 -0.67308
H -5.96338 2.53955 -0.12206
H -4.56019 1.58847 0.35015
H -6.00029 0.78184 -0.30050
H -5.57078 3.75444 -2.10413
H -4.41268 4.05142 -4.27536
H -2.74849 0.12781 -3.92124
H -3.85000 -0.14538 -1.72420
H -1.27474 4.17021 -4.69952
H 0.76301 2.71654 -4.10677
H -0.36940 1.40132 -4.17278
H -1.69834 2.80658 -2.28686
H -0.14554 3.61629 -2.08707
C -1.27220 -3.75391 0.79069
C -1.87533 -2.39486 0.65035
N -3.03599 -2.16870 1.28493
O -1.36625 -1.50552 -0.04110
H -1.90561 -4.43709 1.35451
H -0.30367 -3.65162 1.27819
H -1.08569 -4.14617 -0.20673
H -3.45349 -2.86664 1.87250
H -3.44738 -1.25163 1.23821
C 2.16117 -5.68827 1.43438
C 2.51411 -4.71514 2.53348
O 1.72133 -3.51984 2.39752
P 2.23283 -2.06362 1.98540
O 1.03632 -1.57904 1.10717
Te 4.42034 -2.03217 1.18837
O 2.00201 -1.16532 3.27473
C 2.90094 -1.17333 4.40480
C 3.37932 0.23316 4.66461
H 2.73187 -6.60988 1.55945
H 2.40045 -5.26470 0.45878
H 1.09886 -5.93584 1.45753
H 3.57113 -4.45023 2.50101
H 2.28143 -5.11786 3.51956
H 3.74444 -1.83414 4.19430
H 2.33802 -1.57838 5.24667
H 3.98615 0.58099 3.82833
H 3.98506 0.25947 5.57259
H 2.53407 0.91123 4.78840
*
```

Values from the calculation:
HOMO energy: -7.52 eV
Frontier orbital gap: 7.3 eV

Here is what Mulliken gives for the atomic charges, in e: atom 1 (Ti): -0.405, atom 2 (C): -0.351, atom 3 (C): -0.242, atom 4 (C): -0.868, atom 5 (C): -0.689, atom 6 (C): -0.868, atom 7 (H): 0.482, atom 8 (H): 1.023, atom 9 (H): 0.523, atom 10 (H): 0.578, atom 11 (H): 0.426, atom 12 (Br): -0.180, atom 13 (C): 0.738, atom 14 (C): -0.773, atom 15 (C): -0.712, atom 16 (C): -1.019, atom 17 (C): 1.256, atom 18 (C): -0.861, atom 19 (C): -1.469, atom 20 (C): -0.176, atom 21 (C): 0.954, atom 22 (C): 0.082, atom 23 (H): 0.435, atom 24 (H): 0.392, atom 25 (H): 0.386, atom 26 (H): 0.387, atom 27 (H): 0.497, atom 28 (H): 0.400, atom 29 (C): -1.298, atom 30 (C): 0.885, atom 31 (C): -0.644, atom 32 (C): -0.824, atom 33 (C): 0.109, atom 34 (C): -0.532, atom 35 (C): -0.170, atom 36 (S): 1.143, atom 37 (O): -0.707, atom 38 (O): -0.653, atom 39 (N): -0.239, atom 40 (C): -0.957, atom 41 (C): -0.262, atom 42 (C): 0.912, atom 43 (O): -0.486, atom 44 (O): -0.319, atom 45 (H): 0.380, atom 46 (H): 0.191, atom 47 (H): 0.327, atom 48 (H): 0.341, atom 49 (H): 0.445, atom 50 (H): 0.612, atom 51 (H): 0.288, atom 52 (H): 0.309, atom 53 (H): 0.319, atom 54 (H): 0.292, atom 55 (H): -0.010, atom 56 (H): 0.416, atom 57 (C): -0.562, atom 58 (C): 0.422, atom 59 (N): -0.327, atom 60 (O): -0.499, atom 61 (H): 0.527, atom 62 (H): -0.179, atom 63 (H): 0.102, atom 64 (H): 0.207, atom 65 (H): 0.214, atom 66 (C): -0.904, atom 67 (C): -0.330, atom 68 (O): -0.311, atom 69 (P): -0.225, atom 70 (O): 0.841, atom 71 (Te): -0.128, atom 72 (O): -0.198, atom 73 (C): -0.478, atom 74 (C): -0.900, atom 75 (H): 0.448, atom 76 (H): 0.101, atom 77 (H): 0.216, atom 78 (H): 0.349, atom 79 (H): 0.303, atom 80 (H): 0.427, atom 81 (H): 0.275, atom 82 (H): 0.172, atom 83 (H): 0.477, atom 84 (H): 0.146

---

2.
DFT (ωB97M-V with the def2-TZVPD basis set) results for an isolated molecule of C31H38N4O6.

Geometry as ORCA input:
```
! wB97M-V def2-TZVPD RIJCOSX def2/J DEFGRID3
* xyz 0 1
C -2.15005 2.20163 4.02896
H -2.84729 1.84576 4.78444
H -1.60680 3.05113 4.43708
H -1.42954 1.41487 3.82106
C -2.90141 2.61611 2.76603
C -3.76276 3.84572 3.04818
H -4.50407 3.61939 3.81143
H -4.28331 4.16353 2.14801
H -3.14847 4.67185 3.39939
C -3.79367 1.49045 2.23526
C -3.00520 0.27024 1.73482
N -2.11155 0.59100 0.64760
C -2.51711 1.10370 -0.51926
O -3.66055 1.43631 -0.80599
C -1.44654 1.28700 -1.52621
C -0.08155 1.05516 -1.62282
N 0.35416 1.44072 -2.85982
C -0.69184 1.88866 -3.49375
N -1.80166 1.81733 -2.73232
H -2.75302 2.08318 -2.94371
H -0.67886 2.26812 -4.49576
C 0.87256 0.49184 -0.65785
O 0.56373 0.10051 0.46720
N 2.12513 0.43891 -1.12849
H 2.30752 0.79796 -2.05867
C 3.23470 -0.06741 -0.36845
C 3.42658 -1.58298 -0.61993
C 4.61032 -2.12394 0.12689
C 4.59313 -2.19218 1.51503
C 5.69408 -2.65679 2.21015
C 6.82699 -3.06594 1.52606
C 6.84870 -3.01371 0.14326
C 5.74706 -2.54272 -0.55082
H 5.77040 -2.50050 -1.63103
H 7.72681 -3.33812 -0.39679
H 7.68819 -3.42756 2.06848
H 5.67027 -2.70100 3.28909
H 3.70922 -1.88106 2.05204
H 2.51169 -2.08285 -0.29353
H 3.54703 -1.74243 -1.69345
H 3.04402 0.09934 0.69628
C 4.50043 0.67695 -0.79190
O 4.61866 1.18870 -1.87623
O 5.39019 0.64416 0.17863
C 6.71308 1.23347 0.03361
C 6.58259 2.74354 -0.15595
H 6.00654 3.17482 0.65987
H 6.08226 2.96482 -1.09493
H 7.56954 3.19709 -0.16790
C 7.40341 0.90258 1.35555
H 6.85537 1.34426 2.18328
H 7.43023 -0.17496 1.49650
H 8.41780 1.28965 1.35364
C 7.45654 0.59233 -1.13544
H 6.95242 0.80974 -2.07298
H 7.50242 -0.48534 -0.99755
H 8.46762 0.98706 -1.18110
H -1.12311 0.32971 0.73166
C -3.99592 -0.83928 1.37109
O -4.88556 -1.19372 2.09782
O -3.72533 -1.38603 0.18890
C -4.60512 -2.42098 -0.24366
C -5.99008 -1.93022 -0.58393
C -6.21101 -0.61542 -0.96838
C -7.49072 -0.19184 -1.28382
C -8.55354 -1.07591 -1.22867
C -8.33478 -2.38986 -0.84984
C -7.05960 -2.81433 -0.52480
H -6.89154 -3.83727 -0.21925
H -9.16085 -3.08414 -0.79956
H -9.55112 -0.74266 -1.47508
H -7.65463 0.83578 -1.57294
H -5.38828 0.08295 -1.00902
H -4.11809 -2.84409 -1.12812
H -4.66797 -3.18641 0.53866
H -2.39342 -0.12573 2.55185
H -4.39081 1.86757 1.40384
H -4.47500 1.14942 3.01607
H -2.16986 2.87425 1.99194
*
```

Values from the calculation:
HOMO energy: -8.90 eV
SMILES: CC(C)C[C@H](NC(=O)c1[nH]cnc1C(=O)N[C@@H](Cc1ccccc1)C(=O)OC(C)(C)C)C(=O)OCc1ccccc1
Frontier orbital gap: 9.5 eV

Here is what Mulliken gives for the atomic charges, in e: atom 1 (C): -1.548, atom 2 (H): 0.306, atom 3 (H): 0.457, atom 4 (H): 0.328, atom 5 (C): 1.069, atom 6 (C): -1.638, atom 7 (H): 0.343, atom 8 (H): 0.400, atom 9 (H): 0.422, atom 10 (C): -1.478, atom 11 (C): 0.081, atom 12 (N): 0.148, atom 13 (C): 0.534, atom 14 (O): -0.836, atom 15 (C): -0.402, atom 16 (C): 1.181, atom 17 (N): -0.714, atom 18 (C): -0.563, atom 19 (N): 0.027, atom 20 (H): 0.210, atom 21 (H): 0.474, atom 22 (C): 0.431, atom 23 (O): -1.025, atom 24 (N): -0.148, atom 25 (H): 0.458, atom 26 (C): -0.089, atom 27 (C): -1.310, atom 28 (C): 0.554, atom 29 (C): -0.329, atom 30 (C): -0.670, atom 31 (C): -0.525, atom 32 (C): -0.406, atom 33 (C): -0.378, atom 34 (H): 0.358, atom 35 (H): 0.403, atom 36 (H): 0.394, atom 37 (H): 0.398, atom 38 (H): 0.440, atom 39 (H): 0.443, atom 40 (H): 0.375, atom 41 (H): 0.579, atom 42 (C): 0.258, atom 43 (O): -0.625, atom 44 (O): -0.128, atom 45 (C): 1.493, atom 46 (C): -1.802, atom 47 (H): 0.361, atom 48 (H): 0.382, atom 49 (H): 0.480, atom 50 (C): -1.467, atom 51 (H): 0.366, atom 52 (H): 0.226, atom 53 (H): 0.424, atom 54 (C): -1.396, atom 55 (H): 0.354, atom 56 (H): 0.204, atom 57 (H): 0.501, atom 58 (H): 0.364, atom 59 (C): -0.086, atom 60 (O): -0.642, atom 61 (O): -0.152, atom 62 (C): -0.949, atom 63 (C): 0.734, atom 64 (C): 0.070, atom 65 (C): -0.691, atom 66 (C): -0.435, atom 67 (C): -0.521, atom 68 (C): -0.742, atom 69 (H): 0.376, atom 70 (H): 0.375, atom 71 (H): 0.374, atom 72 (H): 0.427, atom 73 (H): 0.453, atom 74 (H): 0.375, atom 75 (H): 0.364, atom 76 (H): 0.698, atom 77 (H): 0.368, atom 78 (H): 0.732, atom 79 (H): 0.122